# 1
The following is a DFT calculation (wB97M-V/def2-TZVPD) of C21H43AuN2P3S as an isolated structure in a non-equilibrium geometry.

Geometry (Å):
Au -0.485 0.096 0.561
P -1.608 0.415 2.676
P 1.619 -0.435 1.473
P -2.372 0.565 -0.762
H 1.749 -4.688 -4.473
C 1.255 -3.999 -5.164
C 1.824 -2.871 -5.644
H 2.854 -2.506 -5.443
C -2.404 -1.141 3.181
C -0.521 0.873 4.067
C -2.912 1.683 2.774
C 2.881 -0.794 0.250
C 2.446 0.835 2.503
C 1.529 -1.947 2.497
C -2.265 0.164 -2.528
C -2.836 2.337 -0.795
C -3.917 -0.248 -0.231
H 0.263 -4.257 -5.554
H 1.250 -2.326 -6.409
H -2.951 -1.020 4.125
H -1.646 -1.922 3.309
H -3.105 -1.469 2.405
H -1.116 0.994 4.986
H -0.015 1.826 3.858
H 0.242 0.107 4.248
H -3.253 1.783 3.817
H -3.779 1.427 2.156
H -2.533 2.662 2.452
H 3.878 -0.792 0.716
H 2.856 -0.037 -0.544
H 2.682 -1.776 -0.204
H 2.461 0.532 3.561
H 1.935 1.801 2.404
H 3.481 0.946 2.145
H 2.496 -2.108 2.996
H 1.313 -2.793 1.831
H 0.732 -1.881 3.250
H -3.254 0.281 -2.992
H -1.924 -0.863 -2.679
H -1.560 0.839 -3.024
H -3.639 2.495 -1.531
H -1.964 2.935 -1.086
H -3.185 2.676 0.190
H -4.715 -0.029 -0.954
H -4.245 0.077 0.765
H -3.763 -1.334 -0.204
C 1.208 -2.250 -2.720
C 0.100 -2.974 -2.189
C 0.282 -4.195 -1.532
C 1.565 -4.696 -1.326
C 2.681 -3.913 -1.678
C 2.496 -2.719 -2.391
S 0.910 -1.110 -4.062
H 1.222 0.204 -3.865
H -0.896 -2.557 -2.368
H -0.593 -4.798 -1.213
H 1.733 -5.698 -0.912
H 3.701 -4.246 -1.445
H 3.384 -2.163 -2.718
C 0.445 5.874 1.739
N 0.609 4.640 0.981
C 1.359 4.487 -0.172
C 1.241 3.178 -0.550
N 0.427 2.521 0.343
C 0.068 3.430 1.253
H 1.432 6.258 2.020
H -0.073 6.619 1.123
H -0.142 5.694 2.647
H 1.926 5.274 -0.637
H 1.713 2.723 -1.421
H -0.573 3.301 2.117

Output
- Electronic energy: -2492.43039 Ha
- Charge: +3
- LUMO level (spin up / spin down): -7.535 / -11.777 eV
- HOMO level (spin up / spin down): -0.597 / -0.610 Ha
- Relative energy (zero: lowest compared OMol25 entry of this formula, charge and spin): 0.00 kcal per mole
- Spin multiplicity: 3

=====

# 2
The following is a DFT calculation (wB97M-V/def2-TZVPD) of a 6-piece molecular cluster, C21H43BN6OP overall in a non-equilibrium geometry.

Geometry (Å):
C 3.205 0.920 -1.815
P 2.323 0.705 -3.468
O 1.997 -0.991 -3.643
B 3.533 1.165 -4.934
N 5.053 1.136 -4.611
H 2.551 1.526 -1.193
H 4.173 1.399 -1.962
H 3.325 -0.037 -1.299
H 2.700 -1.515 -3.242
H 3.262 2.294 -5.297
H 3.305 0.375 -5.831
H 5.345 1.849 -3.959
H 5.397 0.225 -4.339
C -1.010 5.574 -0.719
C -1.219 4.073 -0.894
C 0.091 3.289 -0.940
C 0.932 3.705 -2.067
N 1.557 3.981 -2.980
H -0.461 6.003 -1.560
H -1.971 6.088 -0.661
H -0.455 5.788 0.197
H -1.784 3.896 -1.813
H -1.821 3.701 -0.072
H -0.112 2.226 -1.053
H 0.651 3.431 -0.014
C -2.303 -1.811 1.185
C -1.310 -1.422 0.097
C -0.340 -0.327 0.552
C -1.074 0.895 0.920
N -1.646 1.842 1.206
H -2.942 -0.970 1.464
H -2.956 -2.614 0.837
H -1.782 -2.159 2.077
H -1.856 -1.086 -0.787
H -0.733 -2.299 -0.199
H 0.361 -0.085 -0.250
H 0.236 -0.660 1.417
C -0.809 0.534 6.237
C -2.038 0.241 5.383
C -2.381 -1.253 5.329
C -1.264 -2.011 4.741
N -0.399 -2.594 4.274
H 0.086 0.057 5.831
H -0.618 1.606 6.272
H -0.950 0.181 7.262
H -1.869 0.615 4.370
H -2.889 0.782 5.784
H -3.268 -1.420 4.719
H -2.577 -1.647 6.322
C -7.232 -3.140 6.226
C -6.206 -3.574 7.267
C -5.784 -2.434 8.200
C -5.168 -1.341 7.434
N -4.692 -0.500 6.824
H -6.828 -2.374 5.562
H -7.525 -3.986 5.605
H -8.130 -2.742 6.701
H -5.327 -3.976 6.759
H -6.626 -4.383 7.869
H -5.063 -2.792 8.935
H -6.646 -2.039 8.739
C 5.006 -1.538 -7.585
C 6.162 -0.620 -7.950
C 6.220 -0.291 -9.446
C 6.401 -1.512 -10.250
N 6.541 -2.460 -10.872
H 5.089 -2.513 -8.073
H 4.992 -1.708 -6.510
H 4.052 -1.090 -7.867
H 7.103 -1.083 -7.642
H 6.063 0.311 -7.387
H 7.052 0.383 -9.654
H 5.299 0.201 -9.762

Output
- Electronic energy: -1595.96062 Ha
- Charge: -1
- LUMO level: 1.456 eV
- HOMO level: -0.099 Ha
- Relative energy (zero: lowest compared OMol25 entry of this formula, charge and spin): 0.00 kcal per mole

=====

# 3
The following is a DFT calculation (wB97M-V/def2-TZVPD) of C21H43CuO11S4 as an isolated structure in a non-equilibrium geometry.

Geometry (Å):
Cu 0.982 -3.934 0.938
C -0.962 -0.797 -1.017
C -0.241 -1.911 -0.318
O 0.766 -1.640 0.390
O -0.690 -3.088 -0.242
H -1.478 -0.120 -0.337
H -1.693 -1.206 -1.717
H -0.223 -0.291 -1.640
C 2.773 -1.122 -2.406
C 4.138 -1.051 -1.681
C 4.933 0.129 -2.242
O 3.937 -0.941 -0.281
H 2.152 -1.899 -1.960
H 2.993 -1.294 -3.461
H 2.214 -0.183 -2.433
H 4.614 -2.013 -1.880
H 4.923 0.087 -3.332
H 5.971 0.151 -1.913
H 4.495 1.096 -1.989
H 3.765 -1.840 0.012
C -3.170 2.225 -3.179
C -2.052 2.314 -4.184
C -2.504 1.807 -5.581
S -3.508 0.381 -5.193
O -2.655 -0.804 -5.184
O -4.730 0.322 -5.959
C -3.864 0.901 -3.432
H -3.864 3.043 -3.375
H -2.801 2.261 -2.155
H -1.161 1.788 -3.834
H -1.722 3.352 -4.254
H -1.760 1.401 -6.264
H -3.078 2.610 -6.041
H -3.579 0.021 -2.857
H -4.953 0.909 -3.480
C -4.254 -2.603 2.388
C -3.414 -1.381 2.037
C -2.104 -1.470 2.861
S -1.794 -3.194 3.251
O -1.822 -3.306 4.695
O -0.628 -3.660 2.476
C -3.298 -3.792 2.524
H -5.020 -2.773 1.631
H -4.830 -2.450 3.302
H -3.923 -0.473 2.364
H -3.335 -1.229 0.961
H -2.168 -0.935 3.807
H -1.182 -1.198 2.345
H -3.638 -4.745 2.926
H -2.990 -3.999 1.495
C 0.642 3.602 -1.621
C 1.926 2.788 -1.529
C 1.772 1.773 -0.377
S 0.776 2.626 0.926
O 1.674 3.138 1.991
O -0.385 1.825 1.258
C 0.284 4.001 -0.184
H -0.163 3.029 -2.083
H 0.868 4.440 -2.281
H 2.762 3.454 -1.313
H 2.107 2.268 -2.469
H 2.680 1.338 0.036
H 1.163 0.962 -0.779
H 0.882 4.855 0.136
H -0.749 4.270 0.031
C 1.480 0.746 4.189
C 1.237 -0.421 5.180
C 2.459 -1.373 5.077
S 2.708 -1.530 3.283
O 1.870 -2.623 2.848
O 4.102 -1.639 2.870
C 2.046 0.148 2.877
H 2.164 1.467 4.631
H 0.546 1.239 3.920
H 0.314 -0.975 5.005
H 1.226 -0.145 6.235
H 2.386 -2.399 5.436
H 3.390 -0.965 5.473
H 1.341 -0.065 2.076
H 2.926 0.710 2.572

Output
- Electronic energy: -4886.47011 Ha
- Charge: +1
- LUMO level (spin up / spin down): -4.408 / -7.236 eV
- HOMO level (spin up / spin down): -0.458 / -0.458 Ha
- Spin multiplicity: 2

=====

# 4
The following is a DFT calculation (wB97M-V/def2-TZVPD) of a 8-piece molecular cluster, C21H43F5N8O20S overall in a non-equilibrium geometry.

Geometry (Å):
C 2.042 3.224 1.766
C 1.170 1.954 1.249
N 1.980 0.732 1.546
C 1.248 -0.532 1.289
S 2.462 -1.913 1.562
O 1.872 -3.139 0.876
O 2.495 -2.246 3.034
C 4.137 -1.651 0.786
F 4.779 -2.911 0.697
F 3.924 -1.222 -0.565
C 5.127 -0.655 1.561
F 4.864 -0.490 2.928
F 6.436 -1.243 1.483
F 5.256 0.624 0.975
O 1.055 -0.561 -0.174
C -0.292 -0.349 -0.647
O -0.708 -0.268 -1.810
O -1.035 -0.189 0.559
C -0.284 -0.692 1.708
C -0.830 -2.048 2.370
C -1.838 -2.861 1.426
C -3.315 -2.252 1.286
C -3.683 -1.064 2.290
C -5.038 -0.300 1.803
O -6.069 -1.212 1.365
C -7.320 -0.443 1.470
C -8.292 -0.713 0.200
H 1.430 4.164 1.551
H 3.088 3.241 1.304
H 2.114 3.103 2.912
H 1.062 2.106 0.105
H 0.176 2.012 1.800
H 2.735 0.741 0.825
H -0.377 0.073 2.571
H 0.014 -2.790 2.646
H -1.282 -1.748 3.391
H -1.864 -3.957 1.758
H -1.373 -2.844 0.366
H -4.052 -3.115 1.518
H -3.538 -1.970 0.188
H -2.895 -0.246 2.392
H -3.935 -1.491 3.332
H -5.359 0.372 2.688
H -4.697 0.370 0.920
H -7.115 0.689 1.459
H -7.837 -0.688 2.459
H -7.807 -0.220 -0.718
H -9.257 -0.135 0.401
H -8.446 -1.837 0.073
C -10.829 2.515 -1.935
N -9.845 1.718 -1.154
O -8.918 1.214 -1.769
O -10.037 1.629 0.053
H -10.538 2.509 -2.978
H -11.806 2.049 -1.805
H -10.819 3.529 -1.538
C 8.297 -2.264 3.517
N 9.278 -3.078 4.282
O 10.195 -3.588 3.656
O 9.094 -3.177 5.483
H 8.584 -2.264 2.467
H 7.317 -2.721 3.649
H 8.321 -1.254 3.923
C -6.671 2.725 -3.958
N -7.914 3.393 -4.427
O -8.936 3.174 -3.795
O -7.822 4.110 -5.409
H -6.906 2.123 -3.082
H -6.309 2.098 -4.772
H -5.952 3.504 -3.710
C 11.949 -3.623 1.173
N 12.770 -3.800 -0.052
O 12.709 -4.881 -0.617
O 13.447 -2.848 -0.405
H 11.403 -4.544 1.367
H 12.627 -3.399 1.992
H 11.262 -2.798 0.991
C -8.476 5.373 -8.154
N -9.722 6.037 -8.618
O -10.743 5.818 -7.986
O -9.631 6.755 -9.601
H -8.704 4.769 -7.277
H -8.114 4.746 -8.969
H -7.759 6.155 -7.908
C -1.281 2.486 -3.915
N -2.522 3.157 -4.383
O -3.548 2.943 -3.754
O -2.426 3.874 -5.364
H -1.516 1.883 -3.039
H -0.920 1.859 -4.729
H -0.561 3.265 -3.666
C 14.101 -3.420 5.026
N 14.831 -3.610 3.746
O 15.962 -3.165 3.674
O 14.237 -4.201 2.856
H 14.745 -2.883 5.721
H 13.202 -2.844 4.810
H 13.855 -4.408 5.414

Output
- Electronic energy: -3665.41758 Ha
- Charge: 0
- SMILES: CCN[C@]1(S(=O)(=O)C(F)(F)C(F)(F)F)OC(=O)O[C@H]1CCCCCOCC.C[N+](=O)[O-].C[N+](=O)[O-].C[N+](=O)[O-].C[N+](=O)[O-].C[N+](=O)[O-].C[N+](=O)[O-].C[N+](=O)[O-]
- LUMO level: -1.220 eV
- HOMO level: -0.355 Ha

=====

# 5
The following is a DFT calculation (wB97M-V/def2-TZVPD) of C21H43IrN3O7SSi as an isolated structure in a non-equilibrium geometry.

Geometry (Å):
Ir -1.568 -0.038 -1.235
C -4.264 3.991 -0.222
N -3.698 3.233 0.884
C -3.870 3.888 2.221
C -2.958 2.122 0.596
O -2.692 1.900 -0.620
C -2.459 1.233 1.777
O -2.041 -0.057 1.327
C -2.709 -1.206 1.788
C -3.106 -2.143 0.535
O -2.975 -1.731 -0.690
N -3.695 -3.325 0.796
C -4.169 -4.135 -0.333
C -3.717 -4.007 2.114
H -5.046 4.689 0.154
H -4.598 3.324 -1.008
H -3.492 4.612 -0.676
H -4.966 4.022 2.459
H -3.458 4.896 2.183
H -3.441 3.235 2.968
H -3.188 1.130 2.602
H -1.560 1.740 2.158
H -3.643 -0.977 2.343
H -2.029 -1.791 2.446
H -4.436 -3.502 -1.157
H -5.061 -4.741 -0.042
H -3.389 -4.813 -0.722
H -3.788 -3.285 2.962
H -2.813 -4.614 2.204
H -4.576 -4.677 2.162
C 2.454 1.983 3.157
C 3.086 1.607 1.822
C 3.737 2.755 1.080
C 4.036 0.429 2.087
O 1.944 1.184 1.021
Si 1.599 0.133 -0.134
O 0.012 0.285 -0.200
O 2.364 0.514 -1.521
C 2.114 1.180 -2.843
C 3.550 1.432 -3.307
C 1.436 0.137 -3.693
C 1.419 2.487 -2.533
O 2.067 -1.293 0.417
C 2.250 -2.646 -0.113
C 0.991 -3.043 -0.856
C 3.536 -2.589 -0.940
C 2.476 -3.474 1.128
H 3.225 2.272 3.874
H 1.936 1.118 3.565
H 1.716 2.758 2.988
H 4.609 3.120 1.643
H 3.004 3.554 0.958
H 4.042 2.406 0.087
H 4.844 0.782 2.737
H 4.442 0.026 1.166
H 3.469 -0.351 2.596
H 4.161 0.540 -3.252
H 3.926 2.207 -2.647
H 3.517 1.791 -4.351
H 2.081 -0.758 -3.667
H 1.401 0.510 -4.735
H 0.439 -0.050 -3.321
H 1.891 2.969 -1.650
H 0.344 2.361 -2.282
H 1.531 3.254 -3.333
H 0.906 -2.319 -1.685
H 0.096 -2.987 -0.243
H 1.085 -4.068 -1.283
H 3.347 -1.900 -1.784
H 3.734 -3.611 -1.248
H 4.360 -2.232 -0.360
H 1.591 -3.475 1.802
H 3.313 -3.053 1.693
H 2.672 -4.494 0.807
S -2.293 0.058 -5.695
C -2.470 -0.170 -4.069
N -2.590 -0.316 -2.855

Output
- Electronic energy: -2308.78940 Ha
- Charge: +1
- LUMO level (spin up / spin down): -2.266 / -4.919 eV
- HOMO level (spin up / spin down): -0.420 / -0.426 Ha
- Spin multiplicity: 5

=====

# 6
The following is a DFT calculation (wB97M-V/def2-TZVPD) of C21H43N2P3ReSe as an isolated structure in a non-equilibrium geometry.

Geometry (Å):
Re 0.005 -0.886 0.667
P -1.566 -0.804 2.400
P 1.018 -2.848 0.447
P -1.837 -1.072 -0.717
H 0.366 2.414 -0.707
C -0.703 2.739 -0.584
C -1.260 2.801 0.679
H -0.649 2.576 1.591
C -1.293 0.132 3.980
C -1.859 -2.482 3.121
C -3.353 -0.284 2.391
C 1.992 -2.558 -1.072
C 2.271 -3.213 1.674
C -0.027 -4.255 0.079
C -3.165 0.198 -1.011
C -3.038 -2.473 -0.519
C -1.256 -1.200 -2.472
H -1.078 2.122 -1.442
H -2.258 2.380 0.932
H -1.052 1.180 3.775
H -0.506 -0.316 4.594
H -2.228 0.122 4.562
H -0.914 -3.023 3.266
H -2.505 -3.089 2.472
H -2.354 -2.328 4.095
H -3.458 0.761 2.083
H -3.700 -0.356 3.433
H -4.007 -0.922 1.790
H 2.520 -3.498 -1.186
H 2.678 -1.714 -0.952
H 1.372 -2.326 -1.942
H 2.790 -4.081 1.272
H 1.842 -3.437 2.656
H 2.986 -2.390 1.786
H 0.680 -5.084 0.056
H -0.500 -4.130 -0.903
H -0.808 -4.428 0.830
H -3.902 -0.258 -1.688
H -2.779 1.104 -1.486
H -3.692 0.485 -0.096
H -3.673 -2.474 -1.417
H -3.691 -2.331 0.353
H -2.538 -3.444 -0.425
H -2.077 -0.897 -3.139
H -0.945 -2.234 -2.688
H -0.405 -0.509 -2.614
C 1.668 2.569 -3.889
C 1.026 3.768 -3.450
C 1.044 4.910 -4.260
C 1.628 4.884 -5.549
C 2.230 3.683 -6.000
C 2.230 2.531 -5.205
Se 1.882 1.194 -2.695
H 0.395 -0.820 -0.824
H 0.572 3.786 -2.447
H 0.611 5.849 -3.890
H 1.610 5.778 -6.197
H 2.719 3.646 -6.982
H 2.708 1.599 -5.534
C 2.264 2.270 0.945
C 2.234 1.143 1.901
N 1.538 -0.001 1.971
C 1.752 -0.548 3.259
C 2.685 0.242 3.917
N 2.926 1.299 3.058
H 1.348 2.883 1.002
H 3.097 2.932 1.249
H 2.447 1.919 -0.082
H 1.194 -1.374 3.680
H 3.194 0.085 4.857
H 3.554 2.104 3.238

Output
- Electronic energy: -4437.54940 Ha
- Charge: +4
- LUMO level (spin up / spin down): -14.312 / -14.203 eV
- HOMO level (spin up / spin down): -0.737 / -0.743 Ha
- Spin multiplicity: 4